Version one
Density functional theory data (the ωB97M-V functional and the def2-TZVPD basis) for C8H14O9Zn as an isolated structure.

Cartesian coordinates (Å):
C (-14.92, -16.26, 16.76)
O (-18.97, -17.14, 19.57)
C (-17.54, -18.07, 22.32)
H (-14.42, -15.42, 16.27)
O (-18.99, -20.16, 16.88)
C (-17.88, -19.75, 17.23)
H (-16.08, -20.52, 16.37)
H (-15.08, -20.27, 20.41)
H (-21.43, -16.01, 18.44)
H (-15.71, -16.59, 16.09)
H (-16.19, -18.75, 16.32)
H (-17.14, -19.72, 15.17)
H (-19.06, -18.25, 23.83)
H (-18.20, -16.70, 23.77)
O (-19.27, -14.93, 19.89)
C (-19.45, -15.99, 19.29)
H (-14.42, -18.87, 20.46)
O (-15.59, -14.61, 18.33)
C (-18.09, -17.78, 23.70)
C (-20.40, -15.98, 18.09)
O (-15.93, -16.77, 18.84)
H (-20.23, -15.09, 17.48)
O (-17.53, -19.42, 18.40)
C (-15.53, -15.82, 18.09)
Zn (-17.13, -18.09, 19.88)
O (-17.88, -19.13, 21.72)
H (-17.36, -18.10, 24.46)
H (-20.23, -16.83, 17.43)
O (-15.25, -19.33, 20.30)
C (-16.75, -19.68, 16.19)
O (-16.85, -17.18, 21.74)
H (-14.18, -17.05, 16.91)

Total charge: -2
LUMO: 4.62 eV
Highest occupied orbital energy: -1.943 eV
2S+1: 1

Atomic partial charges in e from the Löwdin method, atoms 1 to 5: number 1, C, carries -0.05; number 2, O, carries -0.09; number 3, C, carries -0.73; number 4, H, carries 0.05; number 5, O, carries -0.05

***

Version two
Density functional theory data (the ωB97M-V functional and the def2-TZVPD basis) for C8H14O9Zn as an isolated structure.

Cartesian coordinates (Å):
H (1.79, 4.10, 0.85)
H (-4.37, -0.55, 2.57)
C (-4.20, 0.15, 1.75)
O (-1.89, -0.02, 2.45)
O (1.07, -0.60, -2.09)
O (-0.01, 2.40, 1.83)
O (-1.67, 0.38, -2.32)
C (1.22, 3.57, 0.08)
C (1.64, -0.60, 1.84)
H (2.45, -2.88, -2.56)
H (1.96, 3.18, -0.62)
Zn (-0.50, -0.21, -0.59)
H (0.95, -3.82, -2.76)
H (3.68, -0.54, 2.54)
H (-1.47, -0.05, -3.15)
C (0.64, -1.77, -2.16)
O (-0.33, -2.12, -1.53)
H (3.40, -1.92, 1.65)
C (1.40, -2.83, -2.86)
C (3.14, -0.86, 1.65)
H (1.47, -2.66, -3.93)
O (1.16, -0.22, 2.94)
H (-4.22, 1.15, 2.19)
H (-4.91, -0.07, 0.95)
C (-2.71, -0.19, 1.52)
H (-2.61, 0.22, -2.18)
O (-2.32, -0.53, 0.38)
O (-0.21, 1.77, -0.30)
H (3.66, -0.51, 0.76)
O (0.85, -0.80, 0.92)
C (0.31, 2.49, 0.60)
H (0.64, 4.34, -0.44)

Total charge: -2
LUMO: 4.62 eV
Highest occupied orbital energy: -0.767 eV
2S+1: 1

Atomic partial charges in e from the Löwdin method, atoms 1 to 5: number 1, H, carries 0.06; number 2, H, carries 0.05; number 3, C, carries -0.04; number 4, O, carries -0.01; number 5, O, carries -0.03

***

Relative energies in eV: version one 0.000; version two 1.646

***

Version one
Density functional theory data (the ωB97M-V functional and the def2-TZVPD basis) for a 2-piece molecular cluster, C4H11NO4 overall.

Cartesian coordinates (Å):
O (-1.52, -1.85, -0.41)
O (-2.44, 0.53, 0.82)
H (-0.30, 0.48, -3.22)
N (1.10, -0.76, 1.01)
H (-0.65, -2.71, 1.19)
C (1.67, -0.14, -0.13)
O (0.11, 1.03, -2.54)
H (1.24, -0.55, -1.03)
H (0.53, 1.73, -3.05)
H (-0.74, 1.08, -0.21)
H (-0.43, -0.65, 2.35)
H (-0.91, 1.51, 1.53)
C (-1.00, 0.74, 0.78)
O (1.67, 1.30, -0.02)
H (-2.67, -0.13, 0.16)
C (-0.38, -0.55, 1.27)
C (-0.84, -1.81, 0.58)
H (1.17, 1.66, -0.76)
H (2.75, -0.30, -0.19)
H (1.64, -0.62, 1.85)

SMILES: O=C[C@H](CO)NCO.O
LUMO: 0.31 eV
Highest occupied orbital energy: -9.228 eV
2S+1: 1

Atomic partial charges in e from the Löwdin method, atoms 1 to 5: number 1, O, carries 0.05; number 2, O, carries -0.08; number 3, H, carries 0.06; number 4, N, carries -0.01; number 5, H, carries 0.13

***

Version two
Density functional theory data (the ωB97M-V functional and the def2-TZVPD basis) for a 2-piece molecular cluster, C4H11NO4 overall.

Cartesian coordinates (Å):
H (1.28, 0.76, 2.22)
H (0.45, -0.38, -0.41)
H (0.04, -2.21, -0.72)
C (1.28, -0.13, 1.53)
H (2.26, -0.09, 1.00)
H (-1.17, -1.64, 1.77)
H (1.20, -0.76, 2.42)
O (-1.54, 2.94, -0.40)
H (-2.14, 3.12, -1.20)
C (-0.95, -1.28, 0.73)
H (-0.76, 1.75, 1.42)
O (1.69, -1.28, -2.89)
N (-0.50, 1.26, 0.64)
O (-0.79, -2.33, -0.18)
C (0.08, -0.12, 0.60)
H (0.87, -0.76, -2.69)
C (-0.83, 1.78, -0.61)
O (-0.59, 1.29, -1.68)
H (-1.94, -0.89, 0.46)
H (2.06, -1.05, -2.02)

SMILES: C[C@@H](CO)NC(=O)O.O
LUMO: 0.47 eV
Highest occupied orbital energy: -10.157 eV
2S+1: 1

Atomic partial charges in e from the Löwdin method, atoms 1 to 5: number 1, H, carries 0.08; number 2, H, carries 0.10; number 3, H, carries 0.10; number 4, C, carries -0.05; number 5, H, carries 0.09

***

Relative energies in eV: version one 0.752; version two 0.000